(1)
Computed, not measured: C23H37AuO2 as an isolated structure in a non-equilibrium geometry, with wB97M-V/def2-TZVPD.

Results
total energy: -32231.8515 eV
gap between HOMO and LUMO (spin up / spin down): 8.1 / 5.3 eV
spin multiplicity: 3

Element x y z (Å)
Au  -1.5252  -2.4254  2.8241
O  -0.0533  -0.3901  -4.9288
O  1.0083  0.1923  -0.2525
C  1.3643  -1.8987  1.9722
C  0.2391  3.2211  4.9385
C  1.7249  -1.7497  3.3333
C  0.4717  -3.0144  1.8469
C  -2.1427  0.2759  3.9747
C  -0.0727  0.9498  -5.5416
C  -0.1090  -0.9750  -6.2680
C  -2.8772  -0.9568  3.8644
C  -2.6895  0.0430  1.7407
C  -0.2161  0.4082  -6.9634
C  0.2971  -3.5823  3.2055
C  -1.9954  0.8364  2.6833
C  0.5793  1.5597  -0.5321
C  -3.2517  -1.0972  2.4328
C  1.4451  2.6834  4.1485
C  0.0487  -0.6483  -0.9516
C  1.0831  1.3909  3.5827
C  -0.5459  0.1879  -2.0894
C  1.1887  -1.6666  -6.6490
C  2.7495  2.6222  4.9674
C  -1.3196  -1.8809  -6.4324
C  0.1872  1.5509  -2.0088
C  1.0983  -2.7531  4.0945
H  1.3843  2.2667  -0.2702
H  3.0169  3.6141  5.3486
H  0.6200  0.6331  -7.6220
H  0.2431  -3.5253  0.9138
H  -2.2460  -1.3598  -6.1732
H  2.0144  -0.9494  -6.6097
H  -1.1850  0.5819  -7.4213
H  0.8653  1.4828  -5.3474
H  0.4407  4.2165  5.3542
H  1.0943  1.4933  -2.6246
H  1.6398  3.3440  3.2856
H  -0.6304  3.3031  4.2758
H  0.0059  -4.6148  3.3909
H  1.3149  1.1379  2.5495
H  1.1242  -2.0280  -7.6842
H  -3.3655  -1.4857  4.6812
H  0.5459  -1.5531  -1.3239
H  2.4392  -1.0097  3.6970
H  1.2355  -2.9163  5.1630
H  -0.4135  2.4077  -2.3368
H  -0.0297  2.5490  5.7599
H  -1.3980  -2.2119  -7.4761
H  3.5639  2.2783  4.3189
H  2.6744  1.9305  5.8120
H  -0.3316  1.8037  0.0707
H  -0.3828  -0.2920  -3.0540
H  1.7485  -1.2909  1.1577
H  -0.7607  -0.9832  -0.2779
H  -1.4613  1.7631  2.4571
H  -2.8283  0.2875  0.6900
H  -1.8075  0.7429  4.9006
H  -4.0778  -1.7159  2.0867
H  -1.2214  -2.7725  -5.8024
H  0.6371  0.6364  4.2275
H  -1.6225  0.3451  -1.9404
H  1.3927  -2.5208  -5.9949
H  -0.9261  1.5284  -5.1737

Computed Löwdin charges, given in elementary charges: 0.974 -0.129 -0.183 -0.087 -0.085 -0.136 -0.234 -0.133 -0.146 -0.569 -0.271 -0.126 -0.075 -0.304 -0.145 -0.195 -0.307 -0.514 -0.192 0.007 -0.160 -0.026 -0.080 -0.021 -0.162 -0.099 0.122 0.072 0.109 0.087 0.088 0.088 0.110 0.117 0.074 0.109 0.129 0.068 0.084 0.060 0.092 0.082 0.120 0.093 0.099 0.112 0.076 0.090 0.074 0.077 0.116 0.073 0.087 0.093 0.082 0.088 0.089 0.081 0.088 0.055 0.110 0.089 0.118


(2)
Computed, not measured: a 4-piece molecular cluster, C3H13O5 overall in a non-equilibrium geometry, with wB97M-V/def2-TZVPD.

Results
total energy: -13559.7934 eV
net charge: -1
gap between HOMO and LUMO: 8.6 eV
energy relative to the best compared isomer or geometry (same formula, charge and spin): 64.1 kJ/mol

Element x y z (Å)
O  0.0880  -1.6625  -2.6062
O  -2.1010  -0.1156  -1.7537
O  -1.6667  -1.6234  2.5785
O  1.5267  -0.7249  -0.5591
O  -0.9703  0.7622  0.2131
C  0.1184  1.5884  0.2428
C  1.4678  -0.4290  0.8312
C  1.3025  1.0753  1.0609
H  1.1828  1.2708  2.1390
H  0.5882  -0.9198  1.2439
H  0.6570  -0.5690  -0.9441
H  2.4305  -0.7460  1.2340
H  -0.0114  -0.9871  -3.2898
H  -2.0525  0.3952  -2.5701
H  -1.5301  0.6492  -0.7064
H  -0.8482  -1.8730  2.1471
H  2.2022  1.6646  0.8663
H  -2.0259  -0.8990  2.0901
H  0.5195  1.9485  -0.7241
H  -0.7810  -1.4011  -2.1725
H  -0.0967  2.5960  0.6790

Computed Löwdin charges, given in elementary charges: -0.124 -0.389 -0.057 -0.093 -0.151 -0.372 -0.258 -0.184 0.101 0.081 0.036 0.107 0.021 -0.072 0.015 0.008 0.099 0.011 0.110 0.014 0.096


(3)
Computed, not measured: C19H29OPt as an isolated structure in a non-equilibrium geometry, with wB97M-V/def2-TZVPD.

Results
total energy: -25457.0171 eV
net charge: -1
gap between HOMO and LUMO (spin up / spin down): 3.7 / 5.7 eV
spin multiplicity: 5
energy relative to the best compared isomer or geometry (same formula, charge and spin): 0.0 kJ/mol

Element x y z (Å)
Pt  0.0229  -0.1925  1.1481
O  0.1233  -2.3356  -0.6307
C  -1.9085  1.3361  -0.9946
C  -1.7435  -2.7869  2.6161
C  1.4137  1.4626  0.9190
C  -1.4561  1.3398  1.2632
C  2.7260  -0.3798  0.3102
C  0.4228  0.7672  -4.1087
C  0.2548  -1.5799  -3.9525
C  2.1080  0.2650  1.4549
C  -2.2948  0.0726  -0.5435
C  -0.5221  -3.2463  1.8635
C  -0.2946  -0.4988  -4.5773
C  0.5447  -2.1328  1.6208
C  -2.0729  0.0107  0.8917
C  0.5946  -2.5680  -1.6946
C  0.2218  -4.3506  2.5970
C  1.5972  1.4371  -0.5134
C  2.3875  0.3299  -0.8475
C  -1.3986  2.0977  0.0471
C  -1.8028  -0.5064  -4.2178
H  -2.5237  -2.4478  1.9311
H  -0.8492  -3.6313  0.8856
H  1.0487  2.2686  1.5427
H  0.6191  -3.9438  3.5330
H  -2.1610  -3.6110  3.2008
H  -0.4330  -5.1915  2.8325
H  -2.4193  -0.4847  -5.0852
H  1.2458  -2.0436  2.4676
H  0.5599  1.4743  -4.8953
H  -2.1145  1.7288  -2.0088
H  -0.1017  -3.3207  -2.2046
H  2.3349  0.1205  2.5054
H  -2.7972  -0.7216  -1.1109
H  -2.1885  0.3326  -3.6127
H  -0.0598  1.3574  -3.3014
H  -0.2811  -2.5363  -4.0005
H  1.7103  -2.2878  -2.0127
H  1.2008  -2.6356  0.8863
H  1.2634  2.2232  -1.1948
H  -1.4869  -1.9675  3.2934
H  -1.0694  3.1454  -0.0033
H  1.4360  0.4737  -3.8261
H  -1.3897  1.6796  2.2991
H  1.0665  -4.7253  2.0092
H  3.4207  -1.2105  0.3867
H  2.7839  0.1121  -1.8541
H  -2.6175  -0.5732  1.6210
H  -2.0387  -1.4676  -3.7459
H  1.3459  -1.6725  -3.9386

Computed Löwdin charges, given in elementary charges: 1.224 -0.195 -0.167 -0.111 -0.270 -0.307 -0.132 -0.120 -0.135 -0.308 -0.101 -0.486 -0.371 -0.307 -0.314 -0.285 -0.108 -0.120 -0.144 -0.171 -0.112 0.055 0.120 0.086 0.074 0.066 0.065 0.029 0.051 0.034 0.089 0.077 0.087 0.104 0.045 0.058 0.033 0.085 0.048 0.098 0.074 0.104 0.046 0.088 0.077 0.101 0.095 0.059 0.058 0.036


(4)
Computed, not measured: C5H8ClNO as an isolated structure in a non-equilibrium geometry, with wB97M-V/def2-TZVPD.

Results
total energy: -21367.9517 eV
gap between HOMO and LUMO: 10.0 eV
energy relative to the best compared isomer or geometry (same formula, charge and spin): 709.6 kJ/mol

Element x y z (Å)
Cl  -2.4845  -1.1301  -0.0494
O  1.0352  -2.0763  0.5344
N  0.7954  -2.1545  -0.8565
C  -1.5463  0.3550  0.0580
C  0.3689  -0.8920  -1.0944
C  0.7797  1.3573  -0.2747
C  0.0328  0.0632  -0.0949
C  0.6016  -0.7558  1.0828
H  1.7467  0.9699  0.4420
H  1.0299  1.2647  -1.5394
H  1.3607  0.1341  1.4455
H  -0.1553  -0.9076  2.0402
H  -1.7671  1.1585  -0.6664
H  0.0769  2.5330  0.0565
H  -1.8055  0.7697  1.1736
H  -0.0691  -0.6890  -2.2574

Computed Löwdin charges, given in elementary charges: 0.597 -0.165 0.119 -0.563 -0.209 -0.071 -0.698 -0.131 0.113 0.141 0.121 0.168 0.070 0.191 0.128 0.187


(5)
Computed, not measured: an isolated ion of composition C62H76N3O and charge +1 in a non-equilibrium geometry, with wB97M-V/def2-TZVPD.

Results
total energy: -72038.9437 eV
net charge: +1
gap between HOMO and LUMO: 6.9 eV

Element x y z (Å)
O  -3.6007  6.4660  1.0005
N  0.1347  -3.0580  0.5004
N  -0.1913  -2.0081  1.2984
N  0.4862  -2.5298  -0.6821
C  -3.0638  -2.6702  3.5756
C  -0.9915  -3.0257  4.7769
C  -1.3320  -5.5045  -0.3462
C  -2.8927  5.3116  1.2872
C  -0.5217  -4.1607  -2.2870
C  -1.6864  -1.5823  -4.4309
C  -0.7129  1.4974  2.0488
C  0.6193  -4.5881  -4.3914
C  1.2796  -2.9756  3.6805
C  -2.3888  -2.9911  4.7525
C  1.7627  -3.9630  -3.9044
C  2.2560  1.4419  4.4847
C  -3.2458  10.0181  1.6375
C  -2.6664  2.9138  0.9318
C  -0.9363  0.4135  1.0772
C  4.1568  -2.6150  -3.0636
C  1.0063  1.2160  3.8950
C  1.6936  -4.2767  2.9696
C  0.7984  -0.3405  -1.7948
C  1.5106  2.8588  2.2159
C  -3.6458  8.8207  1.0441
C  -3.4505  7.6312  1.7575
C  1.6180  1.7277  -6.5104
C  4.3950  2.7610  4.6902
C  -1.7326  5.2819  2.0593
C  2.7195  0.8787  0.5329
C  -3.9153  -0.8767  0.9546
C  -2.7613  10.0218  2.9527
C  -1.5159  2.8429  1.7381
C  1.5223  3.5232  -4.7581
C  -1.7039  -4.4433  -1.3698
C  3.1022  2.4374  3.9994
C  -2.3547  -2.3622  2.4096
C  -2.7362  8.8434  3.7003
C  -2.4765  -0.2195  -2.4642
C  -0.2382  -2.7395  3.6389
C  -4.1788  -3.2887  0.8634
C  3.7087  -4.1983  -1.1698
C  2.1319  -1.8323  3.1517
C  0.6697  1.8235  2.6755
C  0.0086  -0.3150  -2.9810
C  -2.9712  -4.8160  -2.1334
C  4.5450  0.2481  -1.0021
C  -1.1498  4.0525  2.3650
C  2.0920  0.2640  -1.8080
C  0.3775  -1.1253  -0.6282
C  -0.4873  -4.7300  -3.5629
C  2.6942  3.1690  2.8842
C  2.4544  1.0453  -2.9003
C  -3.3486  4.1150  0.7164
C  -3.1405  7.6375  3.1245
C  -0.1441  -0.7977  0.5916
C  3.0699  0.0367  -0.6633
C  0.4651  0.3920  -4.0936
C  -0.9400  -2.3144  2.4939
C  3.1332  -3.0586  -2.0156
C  0.5887  -3.3790  -1.8762
C  2.0512  2.1350  -5.1093
C  1.6453  1.1429  -4.0330
C  1.7905  -3.4129  -2.6264
C  -3.1393  -2.1869  1.0933
C  -1.3352  -1.0468  -3.0414
H  4.8508  -0.3296  -1.8809
H  1.9828  0.7294  -6.7630
H  -2.4138  8.8495  4.7419
H  -3.7705  -4.2946  1.0033
H  -3.3298  0.0286  1.1327
H  2.5440  0.8572  5.3622
H  0.2657  0.5922  4.4123
H  2.6592  -3.9400  -4.5114
H  -3.1950  -4.0833  -2.9206
H  -1.7307  -0.1436  1.5822
H  4.0119  -5.0356  -1.8167
H  1.4103  -4.2157  1.9087
H  -4.7493  -0.8544  1.6698
H  -1.2262  1.1390  2.9727
H  -2.3813  -2.2548  0.2980
H  -2.4238  10.9563  3.4076
H  -2.1890  -5.7816  0.2762
H  3.4081  1.5823  -2.8744
H  -2.2347  0.1308  -1.4536
H  1.7722  -0.8710  3.5174
H  4.9634  1.8457  4.8914
H  5.1409  -0.0828  -0.1427
H  3.1750  -1.9342  3.4765
H  -4.0700  8.7748  0.0461
H  1.8094  3.8230  -3.7473
H  -2.5451  -2.2628  -4.3608
H  -4.3247  -0.8072  -0.0625
H  -0.9545  -6.4022  -0.8530
H  4.7532  1.3117  -1.1794
H  -4.5714  -3.2166  -0.1595
H  -3.8334  -4.8510  -1.4580
H  4.5923  -3.8488  -0.6165
H  2.0310  2.4346  -7.2304
H  -0.5450  -5.1036  0.3012
H  4.5150  -3.4822  -3.6361
H  0.5296  1.7423  -6.5970
H  -1.8954  -3.5126  -0.8148
H  -5.0278  -3.1570  1.5486
H  -3.1981  6.7210  3.7093
H  2.9411  -1.0045  -0.3305
H  1.1956  -5.1504  3.4106
H  -2.6567  0.6649  -3.0959
H  1.7011  0.6530  0.8579
H  -1.4134  0.7985  0.1663
H  -1.2175  -1.9261  -2.3978
H  -0.4763  -3.2949  5.7079
H  1.5320  -3.1054  4.7449
H  -2.8759  -5.8080  -2.5941
H  -0.3438  4.0750  3.0855
H  2.9336  -2.2169  -1.3475
H  -3.0545  2.0301  0.4303
H  3.7209  -1.8864  -3.7592
H  4.9857  3.4321  4.0592
H  -3.3967  -0.8182  -2.4113
H  3.3913  0.6801  1.3780
H  -1.2789  6.2091  2.4060
H  1.2081  3.4563  1.3564
H  -1.9611  -0.7607  -5.1072
H  1.9056  4.2682  -5.4549
H  2.7812  -4.4261  3.0320
H  3.3174  3.9947  2.5421
H  2.1284  -1.8174  2.0578
H  -0.8421  -2.1352  -4.8592
H  -4.2108  4.1578  0.0477
H  -4.1566  -2.6713  3.5407
H  2.9672  -4.5671  -0.4495
H  -1.3413  -5.2977  -3.9241
H  3.1468  2.1666  -5.0730
H  4.2604  3.2761  5.6499
H  -2.9590  -3.2003  5.6622
H  -0.1352  0.3693  -5.0083
H  2.7700  1.9496  0.2923
H  0.4289  3.5375  -4.8104
H  5.0299  -2.1591  -2.5811
H  0.6118  -5.0087  -5.3971
H  -3.3336  10.9464  1.0717

Atom charges from the Löwdin analysis, given in e for atoms 1 to 99: 0.023 0.204 0.037 0.089 -0.014 -0.017 -0.044 -0.236 -0.131 -0.052 -0.174 -0.037 -0.350 -0.037 -0.011 -0.045 -0.076 -0.034 -0.074 -0.066 -0.055 -0.054 -0.046 -0.090 -0.004 -0.239 -0.071 -0.048 -0.003 -0.055 -0.049 -0.095 -0.124 -0.057 -0.381 -0.276 -0.098 -0.079 -0.033 -0.112 -0.061 -0.033 -0.057 -0.205 -0.096 -0.058 -0.051 -0.029 -0.103 -0.069 -0.026 -0.038 0.028 0.011 -0.040 -0.051 -0.376 0.042 -0.080 -0.370 -0.064 -0.392 -0.164 -0.109 -0.350 -0.363 0.059 0.087 0.108 0.080 0.043 0.123 0.122 0.111 0.080 0.080 0.094 0.044 0.099 0.145 0.099 0.104 0.079 0.127 0.053 0.041 0.084 0.094 0.099 0.120 0.080 0.078 0.087 0.098 0.088 0.083 0.069 0.090 0.084


(6)
Computed, not measured: C4H6N2O2 in the gas phase in a non-equilibrium geometry, with wB97M-V/def2-TZVPD.

Results
total energy: -11315.8270 eV
gap between HOMO and LUMO: 9.8 eV
SMILES: [H]/N=C(/C=O)N(O)C=C
energy relative to the best compared isomer or geometry (same formula, charge and spin): 503.2 kJ/mol

Element x y z (Å)
O  0.5250  0.3633  2.3497
O  -0.5711  0.5955  -1.9473
N  -1.9678  0.3038  -0.0073
N  0.1812  0.6215  -0.7075
C  1.2365  -0.2378  -0.6537
C  -0.6034  0.3625  1.7788
C  -0.7833  0.4147  0.2451
C  1.2923  -1.3853  0.0236
H  -1.5613  0.4342  2.4047
H  2.1139  0.1821  -1.0953
H  -2.0167  0.2113  -1.0283
H  -0.6164  1.6292  -2.1424
H  0.3777  -1.8554  0.5235
H  2.3936  -1.6397  0.2564

Computed Löwdin charges, given in elementary charges: 0.000 -0.051 0.180 -0.099 -0.213 -0.129 -0.448 0.055 0.139 0.105 0.066 0.189 0.102 0.104


- Among the records above, which one has the lowest total energy?
  C62H76N3O


- Among the records above, which one has the highest total energy?
  C4H6N2O2